{"formula": "C3H12O5", "method": "the ωB97M-V functional and the def2-TZVPD basis", "smiles": "CCC(=O)O.O.O.O", "lumo_ev": 0.35, "homo_lumo_gap_ev": 10.8, "total_charge": 0, "energy_ha": -497.6538, "species": ["C", "C", "C", "O", "O", "H", "H", "H", "H", "H", "H", "O", "H", "H", "O", "H", "H", "O", "H", "H"], "coordinates": [[-0.984360, 0.571956, 2.787907], [0.330260, -0.048553, 2.404507], [0.859472, 0.306718, 1.039971], [1.519558, 1.201057, 0.619969], [0.653281, -0.746930, 0.183184], [-1.043327, 0.415442, 3.913654], [-1.642282, -0.240807, 2.376939], [-1.194047, 1.507649, 2.248700], [1.146445, 0.122782, 3.211138], [0.310262, -1.240121, 2.659416], [0.876451, -0.361225, -0.738901], [-1.865412, -1.974433, -0.485550], [-1.209375, -2.756455, -0.435056], [-1.514784, -1.419172, 0.215966], [-1.290552, 0.914860, -2.791382], [-1.786883, 1.108872, -1.904056], [-1.217154, -0.047960, -2.584939], [1.416317, 0.304998, -2.579006], [0.476839, 0.245079, -2.845326], [2.100081, 0.088773, -3.089567]], "atomic_forces_ev_per_a": [[-0.783, -2.540, 0.131], [3.014, -2.168, 3.022], [0.832, -2.718, -0.888], [-0.119, 1.778, 0.968], [-0.569, 0.888, -1.459], [-0.429, 1.251, -1.435], [-0.460, 1.267, 0.379], [0.037, -0.065, 1.050], [-0.997, 0.775, -1.583], [-0.313, 2.596, -1.578], [0.122, -0.850, 1.420], [1.462, -2.042, 0.042], [-1.627, 1.844, -0.285], [0.132, 0.227, 0.034], [-1.461, -1.089, 3.228], [1.269, 0.252, -2.418], [-0.326, 0.407, -0.725], [-4.615, 1.417, 4.720], [1.435, 0.366, -0.851], [3.396, -1.596, -3.772]]}